[1]
# C5H10N

An isolated ion of composition C5H10N and charge +1 (the ωB97M-V functional and the def2-TZVPD basis, OMol25).

Output
structure (SMILES): CC(C)[NH+]1C=C1
highest occupied orbital energy: -16.1 eV
largest force on an atom: 3.58 eV Å⁻¹
spin multiplicity: 1
E: -6826.4037 eV
HOMO-LUMO gap: 11.78 eV
relative energy (zero: lowest compared OMol25 entry of this formula, charge and spin): 366.5 kJ/mol
LUMO level: -4.30 eV
net charge: +1

The geometry in XYZ format:
```
16
C5H10N | OMol25 | the ωB97M-V functional and the def2-TZVPD basis
C -1.14460 1.54715 -1.04682
C -0.13141 2.17605 -0.62445
C -0.25834 -1.44692 -0.65225
C 0.93575 -0.65431 1.36726
C 0.50394 -0.23743 -0.03152
N -0.41186 0.99925 0.14240
H -1.89041 1.17295 -1.78095
H 0.09501 3.24131 -0.58573
H -0.85647 -1.12408 -1.43985
H 0.44750 -2.12238 -0.99551
H -0.86460 -1.92980 0.06721
H 0.75297 -1.70032 1.50284
H 0.46377 -0.21644 2.28618
H 1.98246 -0.42703 1.59266
H 1.32337 -0.15693 -0.78784
H -0.94706 0.87893 0.98636
```

Results of the Löwdin charge analysis, in e, for atoms 1 through 6:
1. C 0.129
2. C 0.066
3. C -0.025
4. C -0.049
5. C -0.293
6. N 0.023


[2]
# C5H10N

C5H10N as an isolated structure (the ωB97M-V functional and the def2-TZVPD basis, OMol25).

Output
⟨S²⟩: 2.007
highest occupied orbital energy (spin up / spin down): -11.1 / -16.5 eV
largest force on an atom: 11.66 eV Å⁻¹
spin multiplicity: 3
E: -6823.7376 eV
HOMO-LUMO gap (spin up / spin down): 6.95 / 8.32 eV
relative energy (zero: lowest compared OMol25 entry of this formula, charge and spin): 240.7 kJ/mol
LUMO level (spin up / spin down): -4.19 / -8.16 eV
net charge: +1

The geometry in XYZ format:
```
16
C5H10N | OMol25 | the ωB97M-V functional and the def2-TZVPD basis
C -1.32802 -1.48323 2.03260
C -0.30993 -0.62831 -0.04601
C 0.08902 -1.09858 -1.34247
C 0.60102 1.85726 -0.77800
C 0.61458 1.04548 0.50743
N -0.80327 -1.11952 0.96045
H -2.31141 -1.13164 2.33226
H -0.69617 -2.05185 2.72584
H -0.52881 -0.67370 -2.07968
H 1.15427 -0.70959 -1.54348
H 0.08811 -2.23440 -1.34798
H 0.21571 1.30009 -1.72700
H 0.13778 2.73848 -0.60877
H 1.65054 2.20189 -1.04461
H 1.48941 0.51367 0.76632
H -0.06283 1.47396 1.19311
```

Results of the Löwdin charge analysis, in e, for atoms 1 through 6:
1. C 0.047
2. C -0.094
3. C -0.008
4. C -0.092
5. C 0.018
6. N 0.087


[3]
# C5H10N2

One molecule with the formula C5H10N2 (the ωB97M-V functional and the def2-TZVPD basis, OMol25).

Output
highest occupied orbital energy: -8.3 eV
largest force on an atom: 0.51 eV Å⁻¹
spin multiplicity: 1
E: -8324.4151 eV
HOMO-LUMO gap: 9.29 eV
relative energy (zero: lowest compared OMol25 entry of this formula, charge and spin): 281.6 kJ/mol
LUMO level: 0.97 eV

The geometry in XYZ format:
```
17
C5H10N2 | OMol25 | the ωB97M-V functional and the def2-TZVPD basis
C 2.59640 0.03266 0.38724
C 1.43383 0.08978 -0.55749
N 0.55317 -0.85145 -0.32132
C -0.70207 -0.92967 -1.06300
C -1.74951 0.05421 -0.56128
C -1.80817 0.42641 0.86842
N -1.36592 1.38657 -0.13753
H 3.51680 -0.10726 -0.19216
H 2.55216 -0.74220 1.17571
H 2.69629 1.01500 0.86282
H -0.47008 -0.71612 -2.10903
H 0.65931 -1.52880 0.44233
H -1.08992 -1.95262 -0.99495
H -2.67281 0.01761 -1.13884
H -2.76214 0.65553 1.33756
H -1.07129 -0.02057 1.53663
H -0.34731 1.46966 -0.16090
```

Results of the Löwdin charge analysis, in e, for atoms 1 through 6:
1. C -0.141
2. C -0.127
3. N -0.078
4. C -0.156
5. C -0.318
6. C -0.154


[4]
# C5H10N2

One molecule with the formula C5H10N2 (the ωB97M-V functional and the def2-TZVPD basis, OMol25).

Output
structure (SMILES): [H]/N=C\C(=N/[H])C(C)C
highest occupied orbital energy: -9.2 eV
largest force on an atom: 5.19 eV Å⁻¹
spin multiplicity: 1
E: -8325.0723 eV
HOMO-LUMO gap: 9.63 eV
relative energy (zero: lowest compared OMol25 entry of this formula, charge and spin): 218.1 kJ/mol
LUMO level: 0.42 eV

The geometry in XYZ format:
```
17
C5H10N2 | OMol25 | the ωB97M-V functional and the def2-TZVPD basis
C 0.28255 0.61424 -0.43155
C 1.63239 0.61687 0.27362
C 0.34152 -0.27322 -1.66838
C -1.22301 0.35244 0.33099
C -0.64402 -0.19741 1.57280
N -2.26893 0.04119 -0.30078
N -0.78237 -1.44510 1.92167
H 0.08635 1.64298 -0.75734
H -3.02704 -0.30328 0.29594
H -1.18583 -1.99409 1.15476
H -0.24207 0.55410 2.26320
H 2.41770 0.95180 -0.41288
H 1.63749 1.30083 1.12694
H 0.48853 -1.31924 -1.38104
H 1.15220 0.04438 -2.33233
H -0.56920 -0.19970 -2.27002
H 1.90371 -0.38679 0.61440
```

Results of the Löwdin charge analysis, in e, for atoms 1 through 6:
1. C -0.355
2. C -0.106
3. C -0.098
4. C -0.276
5. C -0.239
6. N 0.150


[5]
# C5H10N2

One molecule with the formula C5H10N2 (the ωB97M-V functional and the def2-TZVPD basis, OMol25).

Output
structure (SMILES): C[C@@]12C[C@]1(C)NN2
highest occupied orbital energy: -7.6 eV
largest force on an atom: 3.74 eV Å⁻¹
spin multiplicity: 1
E: -8324.1413 eV
HOMO-LUMO gap: 8.70 eV
relative energy (zero: lowest compared OMol25 entry of this formula, charge and spin): 308.0 kJ/mol
LUMO level: 1.06 eV

The geometry in XYZ format:
```
17
C5H10N2 | OMol25 | the ωB97M-V functional and the def2-TZVPD basis
C -0.22707 0.08305 1.48427
C 0.77665 -0.17193 0.02571
C -0.73065 -0.15382 0.07098
C 1.87836 0.73974 -0.36312
C -1.76640 0.71929 -0.57975
N 0.75898 -1.61401 -0.12881
N -0.69975 -1.57556 -0.28929
H -0.22252 -0.71432 2.20465
H -0.19642 1.09893 1.83125
H 2.01920 0.71288 -1.44658
H 2.80560 0.42323 0.11622
H 1.65615 1.75957 -0.06279
H -2.72163 0.61767 -0.06876
H -1.89657 0.42426 -1.61867
H -1.45712 1.76003 -0.53852
H 1.17047 -1.90720 -1.01581
H -1.14728 -2.20180 0.37902
```

Results of the Löwdin charge analysis, in e, for atoms 1 through 6:
1. C 0.049
2. C -0.336
3. C -0.505
4. C -0.033
5. C -0.021
6. N 0.001


[6]
# C5H10N2

A 2-piece molecular cluster, C5H10N2 overall (the ωB97M-V functional and the def2-TZVPD basis, OMol25).

Output
highest occupied orbital energy: -8.8 eV
largest force on an atom: 8.32 eV Å⁻¹
spin multiplicity: 1
E: -8320.1113 eV
HOMO-LUMO gap: 9.31 eV
relative energy (zero: lowest compared OMol25 entry of this formula, charge and spin): 696.8 kJ/mol
LUMO level: 0.48 eV

The geometry in XYZ format:
```
17
C5H10N2 | OMol25 | the ωB97M-V functional and the def2-TZVPD basis
C 0.95177 0.05375 -0.53799
C 0.05994 1.17634 0.07010
C -1.37385 0.61292 -0.14974
C -0.99717 -0.73869 0.47133
C 0.59475 -0.47618 0.81588
H 1.62610 -0.65558 -2.64056
H 0.59264 -1.94524 -1.33059
H 1.88539 0.45405 -0.82049
H -0.15117 2.17404 -0.14981
H -1.94192 1.21804 0.72535
H -1.75658 0.51778 -1.14406
H -0.98171 -1.57763 -0.16221
H -1.41640 -1.03300 1.49191
H 1.03827 -1.28026 1.38266
H 0.56714 1.25858 2.39497
N 0.52048 -0.75281 -1.62151
N 0.78233 0.99388 1.20477
```

Results of the Löwdin charge analysis, in e, for atoms 1 through 6:
1. C -0.421
2. C -0.431
3. C -0.120
4. C -0.158
5. C -0.222
6. H 0.232


[7]
# C5H10N2

One molecule with the formula C5H10N2 (the ωB97M-V functional and the def2-TZVPD basis, OMol25).

Output
structure (SMILES): C[C@]12C[C@H]1CN2N
highest occupied orbital energy: -7.7 eV
largest force on an atom: 4.12 eV Å⁻¹
spin multiplicity: 1
E: -8323.4477 eV
HOMO-LUMO gap: 8.86 eV
relative energy (zero: lowest compared OMol25 entry of this formula, charge and spin): 374.9 kJ/mol
LUMO level: 1.13 eV

The geometry in XYZ format:
```
17
C5H10N2 | OMol25 | the ωB97M-V functional and the def2-TZVPD basis
C -1.03334 -0.87413 -0.77381
C 1.00242 -1.05959 0.65552
C -0.49697 -1.05166 0.62865
C -0.35797 0.36668 0.07232
C -1.22027 1.54176 0.36390
N 1.02617 0.32447 0.14427
N 1.78558 0.79695 -0.88698
H -0.41795 -1.49650 -1.44349
H -2.15505 -0.89168 -0.96065
H 1.24602 -1.09363 1.76557
H 1.50940 -1.88312 0.13098
H -1.01006 -1.39358 1.49440
H -2.19951 1.19600 0.71395
H -1.43100 2.14874 -0.40645
H -0.72375 2.09597 1.20147
H 1.67326 0.61019 -1.87878
H 2.80302 0.66314 -0.82085
```

Results of the Löwdin charge analysis, in e, for atoms 1 through 6:
1. C -0.014
2. C -0.127
3. C -0.228
4. C -0.415
5. C -0.015
6. N -0.174


[8]
# C5H10N2

An isolated ion of composition C5H10N2 and charge +2 (the ωB97M-V functional and the def2-TZVPD basis, OMol25).

Output
structure (SMILES): C[N+]1=CC[N+](C)=C1
highest occupied orbital energy: -20.7 eV
largest force on an atom: 5.59 eV Å⁻¹
spin multiplicity: 1
E: -8306.7909 eV
HOMO-LUMO gap: 9.46 eV
relative energy (zero: lowest compared OMol25 entry of this formula, charge and spin): 104.0 kJ/mol
LUMO level: -11.19 eV
net charge: +2

The geometry in XYZ format:
```
17
C5H10N2 | OMol25 | the ωB97M-V functional and the def2-TZVPD basis
C -0.78284 -1.23118 0.24028
C -0.09794 0.82226 -0.06802
C 0.70117 -1.25364 0.05760
C -2.49663 0.62776 -0.07554
C 2.37826 0.52505 0.00562
N -1.20090 0.02293 -0.02000
N 1.03744 0.13662 0.00473
H -1.27469 -2.16810 0.46202
H -2.93687 0.23227 0.78304
H 1.18161 -2.01010 0.78910
H 0.81972 -1.86164 -0.85807
H -2.94432 0.31758 -1.00431
H -2.52363 1.70538 -0.02008
H -0.23408 1.96527 -0.10907
H 2.43615 1.47218 0.64421
H 2.79753 0.85751 -0.94930
H 3.14002 -0.16017 0.11779
```

Results of the Löwdin charge analysis, in e, for atoms 1 through 6:
1. C 0.207
2. C 0.117
3. C -0.018
4. C 0.074
5. C 0.026
6. N -0.023


[9]
# C5H10N2

An isolated ion of composition C5H10N2 and charge +2 (the ωB97M-V functional and the def2-TZVPD basis, OMol25).

Output
structure (SMILES): C[N+]1=C[NH+]=CCC1
highest occupied orbital energy: -20.6 eV
largest force on an atom: 5.34 eV Å⁻¹
spin multiplicity: 1
E: -8307.0483 eV
HOMO-LUMO gap: 9.68 eV
relative energy (zero: lowest compared OMol25 entry of this formula, charge and spin): 79.1 kJ/mol
LUMO level: -10.92 eV
net charge: +2

The geometry in XYZ format:
```
17
C5H10N2 | OMol25 | the ωB97M-V functional and the def2-TZVPD basis
C 1.95831 0.23595 -0.08308
C 1.39801 -1.06388 -0.20805
C -0.17234 1.33721 0.03669
C -0.10163 -1.01758 0.35201
C -2.23341 0.09642 -0.22452
N 1.28376 1.30968 0.16220
N -0.88718 0.26675 0.04098
H 2.98364 0.32895 -0.10681
H 1.29304 -1.53223 -1.20880
H -0.40969 2.37385 -0.07641
H -0.14858 -1.02172 1.51658
H -0.81879 -1.77665 -0.09744
H 2.08211 -1.81363 0.29047
H -2.42899 -0.68717 -1.05633
H -2.69507 -0.37767 0.81403
H -2.76061 1.04165 -0.24277
H 1.65743 2.30008 0.09124
```

Results of the Löwdin charge analysis, in e, for atoms 1 through 6:
1. C 0.055
2. C -0.036
3. C 0.107
4. C -0.006
5. C 0.001
6. N 0.198


[10]
# C5H10N2

A 2-piece molecular cluster, C5H10N2 overall (the ωB97M-V functional and the def2-TZVPD basis, OMol25).

Output
highest occupied orbital energy: -20.6 eV
largest force on an atom: 5.20 eV Å⁻¹
spin multiplicity: 1
E: -8306.2409 eV
HOMO-LUMO gap: 11.50 eV
relative energy (zero: lowest compared OMol25 entry of this formula, charge and spin): 157.0 kJ/mol
LUMO level: -9.12 eV
net charge: +2

The geometry in XYZ format:
```
17
C5H10N2 | OMol25 | the ωB97M-V functional and the def2-TZVPD basis
C 3.44579 -0.28147 -0.45338
C -1.34133 -1.48141 -0.81248
C 1.23591 0.43735 0.46041
C 0.09038 0.86748 1.15548
C -3.16849 0.10688 -0.29275
N 2.22896 0.15658 -0.01988
N -2.19026 -0.72772 -0.64526
H 3.62169 -1.30582 -0.22848
H 3.47636 -0.14242 -1.58080
H -0.81589 -2.07355 -1.44410
H 4.24081 0.32384 0.13007
H -0.46902 0.07549 1.35092
H 0.40239 1.34646 2.10959
H -0.45811 1.67581 0.56835
H -4.12559 0.13125 -0.94555
H -2.80993 1.11821 -0.09681
H -3.36369 -0.22695 0.74468
```

Results of the Löwdin charge analysis, in e, for atoms 1 through 6:
1. C -0.002
2. C 0.355
3. C 0.047
4. C 0.026
5. C -0.011
6. N 0.148